Record 1
A structure of composition C6H7N3O. Source: the OMol25 dataset; level of theory: ωB97M-V/def2-TZVPD.

```
17
C6H7N3O (ωB97M-V/def2-TZVPD)
C 2.34029 1.00688 0.36907
C 2.40843 -0.44544 -0.05612
C -0.13401 -0.56441 -0.12181
C -2.35908 -1.16279 0.07978
C -2.74778 0.08932 -0.15072
C -1.79140 1.01927 -0.38496
H 1.77415 1.27761 1.35557
H 2.00188 1.69691 -0.44659
H 3.56820 1.51136 0.59941
H 1.17340 -1.92930 -0.08846
H -3.21211 -1.84287 0.48466
H -3.97289 0.39548 -0.03468
H -1.97469 1.86128 -0.59654
N 1.06838 -1.09543 -0.21650
N -1.07963 -1.55131 0.10937
N -0.39868 0.69664 -0.41388
O 3.33555 -0.96320 -0.48761
```

Output
LUMO energy in eV: 0.321
HOMO-LUMO gap in eV: 9.686
Spin multiplicity: 1

Löwdin population analysis, charges in e, atoms 1 to 6: atom 1 (C): -0.06, atom 2 (C): -0.47, atom 3 (C): -0.41, atom 4 (C): -0.18, atom 5 (C): -0.11, atom 6 (C): -0.04

---

Record 2
The molecule C6H7N3O. Source: the OMol25 dataset; level of theory: ωB97M-V/def2-TZVPD.

```
17
C6H7N3O (ωB97M-V/def2-TZVPD)
C 0.73568 -1.18218 2.15282
C 1.45212 -1.48062 0.87187
C 0.28754 0.10278 -0.52683
C -0.54460 1.78332 -1.90460
C -1.72067 1.60863 -1.45900
C -1.88606 0.64320 -0.48378
H -0.12263 -1.77431 2.25430
H 1.51474 -1.84133 2.86209
H 0.78176 -0.28568 2.23195
H 2.08279 -0.41447 -0.60773
H -0.37640 2.55711 -2.57044
H -2.67033 2.04059 -1.95669
H -2.83122 0.40732 0.03599
N 1.40048 -0.68935 -0.22021
N 0.54447 1.08063 -1.49743
N -0.90936 -0.09528 0.03218
O 2.26169 -2.46038 0.78551
```

Output
LUMO energy in eV: 0.323
HOMO-LUMO gap in eV: 9.867
Spin multiplicity: 1
SMILES: CC(=O)Nc1ncccn1

Löwdin population analysis, charges in e, atoms 1 to 6: atom 1 (C): 0.02, atom 2 (C): -0.43, atom 3 (C): -0.28, atom 4 (C): -0.18, atom 5 (C): -0.11, atom 6 (C): -0.11

---

Record 3
The molecule C6H7N3O. Source: the OMol25 dataset; level of theory: ωB97M-V/def2-TZVPD.

```
17
C6H7N3O (ωB97M-V/def2-TZVPD)
C 3.18671 -0.29679 0.33924
C 1.45873 0.80246 -0.05444
C 0.41798 1.81546 -0.21728
C -0.82192 1.49874 0.10752
C -1.04037 0.10953 0.70120
C -0.37345 -0.90152 -0.12697
N 2.79288 0.92885 0.06957
N 2.20133 -1.24078 0.31755
N 1.13869 -0.48219 0.04100
O -0.69104 -2.17242 0.13592
H 4.29811 -0.45784 0.42799
H 0.90652 2.78884 -0.29574
H -1.66713 2.09036 -0.05198
H -0.58626 -0.09018 1.70010
H -2.06838 -0.08625 0.80574
H -0.44342 -0.52700 -1.27082
H -0.04511 -2.78506 -0.05405
```

Output
LUMO energy (spin up / spin down) in eV: 0.824 / -2.791
HOMO-LUMO gap (spin up / spin down) in eV: 6.498 / 7.172
<S²>: 2.017
Spin multiplicity: 3

Löwdin population analysis, charges in e, atoms 1 to 6: atom 1 (C): -0.21, atom 2 (C): -0.33, atom 3 (C): -0.03, atom 4 (C): -0.09, atom 5 (C): -0.13, atom 6 (C): -0.35

---

Record 4
A cluster of 3 separate species, C6H7N3O3S in total. Source: the OMol25 dataset; level of theory: ωB97M-V/def2-TZVPD.

```
20
C6H7N3O3S (ωB97M-V/def2-TZVPD)
C 1.09772 1.17475 2.49517
C 0.94085 1.05956 1.18410
C 0.50287 0.45483 0.21256
C 1.28416 -1.87792 1.61212
C -1.87838 1.60568 -1.54037
C -0.41443 1.06812 -1.91435
N 1.32780 1.14704 3.62509
N 0.84981 -2.10693 0.58698
N 1.81683 -1.79479 2.82924
O -0.31110 -1.79213 -2.72291
O -2.25085 -1.87118 -1.32342
O 0.08649 0.09059 -0.92516
S -0.83431 -2.15803 -1.42783
H -1.82302 1.98093 -0.55592
H -1.84171 2.41553 -2.30285
H -2.66319 0.99895 -1.68020
H 0.27407 1.97074 -1.82981
H -0.39828 0.46193 -2.84574
H 1.37229 -1.23961 3.50315
H 2.86239 -1.58805 3.02017
```

Output
LUMO energy (spin up / spin down) in eV: 0.363 / -3.578
HOMO-LUMO gap (spin up / spin down) in eV: 7.823 / 6.278
<S²>: 2.011
Spin multiplicity: 3

Löwdin population analysis, charges in e, atoms 1 to 6: atom 1 (C): -0.30, atom 2 (C): 0.00, atom 3 (C): -0.15, atom 4 (C): -0.33, atom 5 (C): -0.01, atom 6 (C): -0.11

---

Record 5
The ion C6H7N4 with charge +1. Source: the OMol25 dataset; level of theory: ωB97M-V/def2-TZVPD.

```
17
C6H7N4 (ωB97M-V/def2-TZVPD)
C -3.03372 -0.23659 -0.02817
C 1.05663 1.89531 0.04222
C 1.76165 0.68179 -0.03651
C -0.32424 1.91696 -0.04559
C -0.27656 -0.49682 0.05563
C 1.73566 -1.74910 0.06365
N -2.31164 0.75796 0.01352
N -0.96283 0.69877 -0.02353
N 1.09005 -0.42843 -0.02119
N -3.76695 -1.15160 -0.06145
H 1.62742 2.87617 0.06715
H 2.79245 0.54163 -0.01501
H -0.74745 2.91319 -0.13892
H 2.58169 -1.80595 0.62570
H 1.04707 -2.44706 0.38443
H 1.91826 -1.97247 -0.90744
H -4.18749 -1.99376 0.02552
```

Output
LUMO energy in eV: -4.953
HOMO-LUMO gap in eV: 8.512
Spin multiplicity: 1
Net charge: +1

Löwdin population analysis, charges in e, atoms 1 to 6: atom 1 (C): -0.22, atom 2 (C): 0.02, atom 3 (C): 0.00, atom 4 (C): 0.05, atom 5 (C): 0.09, atom 6 (C): 0.04

---

Record 6
The molecule C6H7NO. Source: the OMol25 dataset; level of theory: ωB97M-V/def2-TZVPD.

```
15
C6H7NO (ωB97M-V/def2-TZVPD)
C 0.01311 -2.28984 1.06361
C -0.47963 -0.93608 0.53818
C 0.11700 0.19732 1.20223
C -0.66736 1.56880 0.81107
C -0.54395 1.73256 -0.55187
C 0.21888 0.45051 -1.09355
H 0.41463 -2.90724 0.13385
H -0.92785 -2.84241 1.49973
H 0.76997 -1.93955 2.05613
H -1.48433 -0.84360 0.28219
H 0.95223 0.00876 1.92878
H -1.29015 2.43278 1.17653
H -1.15052 2.45645 -1.29128
N 0.63360 -0.33401 -0.02624
O 0.79158 0.20415 -2.17753
```

Output
LUMO energy in eV: 0.262
HOMO-LUMO gap in eV: 10.128
Spin multiplicity: 1
SMILES: C[C@H]1[C@@H]2C=CC(=O)N12

Löwdin population analysis, charges in e, atoms 1 to 6: atom 1 (C): -0.05, atom 2 (C): -0.37, atom 3 (C): -0.18, atom 4 (C): 0.02, atom 5 (C): 0.00, atom 6 (C): -0.38

---

Record 7
The molecule C6H7NO. Source: the OMol25 dataset; level of theory: ωB97M-V/def2-TZVPD.

```
15
C6H7NO (ωB97M-V/def2-TZVPD)
C 2.09459 0.16775 -0.52581
C 0.75452 -0.08191 -0.03727
C 0.45327 -1.03590 1.07889
C -1.45150 -1.02140 -0.43631
C -1.73388 0.29429 -0.19783
C -0.34983 0.97755 -0.01304
H 2.79414 0.69447 0.17214
H 2.51352 -0.98549 -0.89319
H 1.99701 1.08480 -1.45532
H -0.29983 -0.88942 1.77466
H 1.16019 -1.81543 1.44545
H -2.06049 -1.89332 -0.65162
H -2.58086 0.76557 -0.32938
N -0.00528 -1.41075 -0.29044
O -0.26121 2.13897 0.34481
```

Output
LUMO energy in eV: 0.343
HOMO-LUMO gap in eV: 10.038
Spin multiplicity: 1
SMILES: C[C@]12CN1C=CC2=O

Löwdin population analysis, charges in e, atoms 1 to 6: atom 1 (C): -0.05, atom 2 (C): -0.43, atom 3 (C): -0.06, atom 4 (C): -0.03, atom 5 (C): 0.05, atom 6 (C): -0.31

---

Record 8
A structure of composition C6H7NO. Source: the OMol25 dataset; level of theory: ωB97M-V/def2-TZVPD.

```
15
C6H7NO (ωB97M-V/def2-TZVPD)
C 0.10013 2.02349 0.16240
C 0.83980 -0.45853 -0.64787
C 0.82960 -1.73780 0.40365
C -0.34677 -1.70387 0.95848
C -1.03894 -0.39424 0.34588
C -0.48045 -0.34698 -1.29602
H -0.97963 2.47837 0.54046
H 1.07799 2.35453 0.91846
H 0.31193 2.06899 -1.07360
H 1.58880 -0.02271 -1.15575
H 1.56637 -2.40970 0.25169
H -0.86048 -2.32768 1.68248
H -1.84728 0.12212 0.91325
N 0.22127 0.49252 0.35943
O -0.98234 -0.13851 -2.36293
```

Output
LUMO energy in eV: 0.930
HOMO-LUMO gap in eV: 9.512
Spin multiplicity: 1

Löwdin population analysis, charges in e, atoms 1 to 6: atom 1 (C): -0.07, atom 2 (C): -0.14, atom 3 (C): 0.01, atom 4 (C): -0.03, atom 5 (C): -0.08, atom 6 (C): -0.32

---

Record 9
A structure of composition C6H7NO. Source: the OMol25 dataset; level of theory: ωB97M-V/def2-TZVPD.

```
15
C6H7NO (ωB97M-V/def2-TZVPD)
C -1.42118 -0.31451 -0.58916
C 0.16447 -0.41076 1.09239
C 0.42655 1.10817 0.73219
C 1.34298 0.98420 -0.29792
C 1.58489 -0.14825 -0.87360
C 0.85340 -1.09863 0.06526
H -1.61184 -0.79804 -1.55834
H 0.09714 -0.89100 2.07851
H 0.41698 2.18437 1.73553
H -0.79275 1.41845 0.21622
H 1.40025 1.96091 -1.00858
H 1.80137 -0.31489 -1.79222
H 1.23350 -2.15992 0.23865
N -0.63160 -1.13527 0.22518
O -1.97876 0.72822 -0.28262
```

Output
LUMO energy in eV: 0.690
HOMO-LUMO gap in eV: 9.242
Spin multiplicity: 1

Löwdin population analysis, charges in e, atoms 1 to 6: atom 1 (C): -0.26, atom 2 (C): -0.28, atom 3 (C): -0.17, atom 4 (C): -0.21, atom 5 (C): -0.01, atom 6 (C): -0.18

---

Record 10
The molecule C6H7NO. Source: the OMol25 dataset; level of theory: ωB97M-V/def2-TZVPD.

```
15
C6H7NO (ωB97M-V/def2-TZVPD)
C -1.50320 -0.18868 -0.02599
C -1.65893 1.17690 -0.00880
C -0.37195 1.80869 0.02649
C 0.51728 0.74778 -0.06565
C 1.87670 0.06025 0.02804
C 1.05114 -1.29189 -0.00396
H -1.97551 -2.04737 -0.11661
H -2.59615 1.76037 0.00319
H -0.15132 2.86137 0.01017
H 2.46040 0.23586 0.95762
H 2.54914 0.22856 -0.82516
H 1.17930 -1.88165 -0.91843
H 1.20643 -1.87325 0.93680
N -0.15439 -0.42594 -0.04169
O -2.42891 -1.17101 0.04398
```

Output
LUMO energy in eV: 0.561
HOMO-LUMO gap in eV: 7.945
Spin multiplicity: 1
SMILES: Oc1ccc2n1CC2

Löwdin population analysis, charges in e, atoms 1 to 6: atom 1 (C): -0.35, atom 2 (C): -0.05, atom 3 (C): -0.04, atom 4 (C): -0.26, atom 5 (C): -0.07, atom 6 (C): -0.06

---

Record 11
The molecule C6H7NO. Source: the OMol25 dataset; level of theory: ωB97M-V/def2-TZVPD.

```
15
C6H7NO (ωB97M-V/def2-TZVPD)
C -1.48497 -0.26125 -0.08343
C -0.78071 0.37950 1.10449
C 0.70030 0.08758 0.97707
C 1.90667 -0.04554 -1.12731
C 0.68457 -0.61229 -0.49515
C -0.62751 -0.39458 -1.14484
H -2.22062 -1.11538 0.18697
H -2.33542 0.48231 -0.33293
H -1.38532 0.00642 2.09828
H -0.95611 1.41051 1.07165
H 0.78372 -0.87469 1.51473
H 2.11658 -0.03583 -2.15286
H -0.83257 -0.63284 -2.15132
N 2.65944 0.67894 -0.27944
O 1.77195 0.92712 0.81409
```

Output
LUMO energy in eV: -0.153
HOMO-LUMO gap in eV: 8.238
Spin multiplicity: 1
SMILES: C1=NO[C@H]2CCC=C12

Löwdin population analysis, charges in e, atoms 1 to 6: atom 1 (C): -0.29, atom 2 (C): -0.14, atom 3 (C): -0.30, atom 4 (C): -0.09, atom 5 (C): -0.04, atom 6 (C): -0.02

---

Record 12
The molecule C6H7NO. Source: the OMol25 dataset; level of theory: ωB97M-V/def2-TZVPD.

```
15
C6H7NO (ωB97M-V/def2-TZVPD)
C 2.07043 -0.04700 -0.25622
C 1.26404 1.25052 0.15420
C -0.13047 0.76426 0.04354
C -1.56966 1.02465 -0.01403
C -0.13053 -0.54554 -0.01745
C 1.36232 -1.14631 0.14052
H 3.03653 0.07988 0.26576
H 2.33105 -0.10271 -1.23128
H 1.61711 1.72416 1.02788
H 1.32254 1.83820 -0.84772
H -2.38545 1.73915 0.00165
H 1.18158 -2.11075 -0.38102
H 1.44053 -1.20026 1.23379
N -2.18297 -0.10840 -0.07588
O -1.30750 -1.12654 0.01984
```

Output
LUMO energy in eV: 0.907
HOMO-LUMO gap in eV: 10.175
Spin multiplicity: 1
SMILES: c1noc2c1CCC2

Löwdin population analysis, charges in e, atoms 1 to 6: atom 1 (C): -0.25, atom 2 (C): -0.08, atom 3 (C): -0.17, atom 4 (C): -0.06, atom 5 (C): -0.25, atom 6 (C): -0.11

---

Record 13
The molecule C6H7NO. Source: the OMol25 dataset; level of theory: ωB97M-V/def2-TZVPD.

```
15
C6H7NO (ωB97M-V/def2-TZVPD)
C 1.27448 0.73652 -0.33434
C 0.16573 1.57030 0.03009
C -1.16053 1.31595 0.05916
C -1.50309 -1.14746 0.04679
C -0.22772 -1.37488 -0.04518
C 0.95512 -0.68226 -0.41860
H 0.88866 -0.37159 1.63278
H 2.19810 0.82253 -0.94821
H 0.40824 2.58764 -0.06408
H -1.85011 2.08705 0.40447
H -2.58806 -1.63501 0.20210
H 0.01659 -2.57925 -0.16707
H 1.80897 -1.23824 -1.05295
N 1.63752 -0.31297 0.72602
O -2.02390 0.22168 -0.07099
```

Output
LUMO energy in eV: 0.853
HOMO-LUMO gap in eV: 9.073
Spin multiplicity: 1
SMILES: C1=C[C@@H]2N[C@@H]2C=CO1

Löwdin population analysis, charges in e, atoms 1 to 6: atom 1 (C): -0.21, atom 2 (C): -0.07, atom 3 (C): -0.11, atom 4 (C): -0.08, atom 5 (C): -0.12, atom 6 (C): -0.43

---

Record 14
A cluster of 2 separate species, C6H7NO in total. Source: the OMol25 dataset; level of theory: ωB97M-V/def2-TZVPD.

```
15
C6H7NO (ωB97M-V/def2-TZVPD)
C -0.93903 1.30476 -0.25371
C 1.98421 -0.21302 0.55373
C 1.87108 1.01522 0.93878
C -0.72211 -0.33331 -1.88047
C -0.83512 -0.03848 -0.53073
C -1.02305 -1.02439 0.60652
N -1.12407 2.31766 0.20426
O 1.79020 -1.36596 0.41443
H 0.87341 1.56841 0.98830
H 2.76940 1.57069 1.15381
H -0.69399 0.34607 -2.71034
H -0.74981 -1.37153 -2.17940
H -0.83694 -0.52639 1.54886
H -0.27752 -1.73574 0.47980
H -2.08668 -1.51398 0.66614
```

Output
LUMO energy (spin up / spin down) in eV: 0.219 / -2.393
HOMO-LUMO gap (spin up / spin down) in eV: 6.351 / 7.631
<S²>: 2.010
Spin multiplicity: 3

Löwdin population analysis, charges in e, atoms 1 to 6: atom 1 (C): -0.29, atom 2 (C): -0.30, atom 3 (C): 0.08, atom 4 (C): 0.12, atom 5 (C): -0.36, atom 6 (C): -0.04

---

Record 15
The molecule C6H7NO2. Source: the OMol25 dataset; level of theory: ωB97M-V/def2-TZVPD.

```
16
C6H7NO2 (ωB97M-V/def2-TZVPD)
C -0.15798 1.38045 -1.09407
C 1.85382 1.13593 -0.04413
C -0.22591 0.27917 -0.27080
C 0.94364 0.17043 0.42355
C -0.40612 -1.41806 1.41862
C -1.27716 -0.67169 0.08866
N 1.10923 1.90966 -0.91653
O 0.95183 -0.94521 1.29346
O -1.74323 -1.56909 -0.84686
H -0.77102 1.78563 -1.78894
H 2.79800 1.27565 0.29800
H -0.75082 -0.98250 2.22624
H -0.59052 -2.48718 1.35023
H -2.16415 -0.26092 0.49700
H 1.51314 2.59589 -1.49265
H -1.08275 -2.19817 -1.14179
```

Output
LUMO energy in eV: 0.905
HOMO-LUMO gap in eV: 8.908
Spin multiplicity: 1
SMILES: O[C@H]1COc2c[nH]cc21

Löwdin population analysis, charges in e, atoms 1 to 6: atom 1 (C): -0.01, atom 2 (C): -0.01, atom 3 (C): -0.18, atom 4 (C): -0.20, atom 5 (C): -0.02, atom 6 (C): -0.25

---

Computed values of relative energy (zero: lowest compared OMol25 entry of this formula, charge and spin) (unit: kcal/mol) for the preceding records, in sequence: 78.9 66.3 0.0 25.0 73.8 97.6 75.3 128.9 138.5 38.8 127.8 81.3 124.0 20.3 50.9.